# C42H109N7O14

A 9-piece molecular cluster, C42H109N7O14 overall in a non-equilibrium geometry (ωB97M-V with the def2-TZVPD basis set, the OMol25 dataset).

The geometry in ORCA input format:
```
! wB97M-V def2-TZVPD RIJCOSX def2/J DEFGRID3
* xyz 1 2
C -1.65124 -4.95888 0.89694
C -1.65500 -3.70749 1.72299
O -2.90884 -3.64217 2.35193
H -2.08724 -5.73142 1.53033
H -0.70653 -5.41533 0.60149
H -2.16533 -4.79441 -0.05004
H -1.44966 -2.89820 1.02229
H -0.90863 -3.57692 2.50657
H -3.67170 -3.65984 1.76941
C -0.53541 -6.22010 -3.43304
C 0.24708 -5.06043 -3.09445
O -0.21396 -4.37785 -1.97132
H -0.25747 -6.41412 -4.46899
H -1.60685 -6.05288 -3.32282
H -0.33841 -7.09203 -2.80931
H 0.28075 -4.30290 -3.87746
H 1.25906 -5.44337 -2.96271
H -0.05017 -4.84535 -1.14899
C 8.90539 0.75018 7.98580
O 7.88279 -0.03660 7.44287
C 7.52875 0.32530 6.13230
C 6.20439 -0.22109 5.71149
N 6.23571 -1.73494 5.67103
C 4.83034 -2.22189 5.84233
C 3.84886 -1.76182 4.73115
O 3.23933 -0.41095 4.98130
C 2.29248 -0.17390 4.03033
H 9.03052 0.70593 9.06769
H 8.46914 1.73990 7.85074
H 9.79383 0.88718 7.36935
H 8.24654 -0.05176 5.40380
H 7.54358 1.41330 6.06798
H 5.75166 0.30208 4.86921
H 5.41801 0.00715 6.43094
H 6.64842 -2.03501 4.79940
H 4.43451 -1.76392 6.74880
H 4.83586 -3.29739 6.01945
H 3.02197 -2.46853 4.80125
H 4.31791 -1.70735 3.74874
H 1.44585 0.31003 4.51731
H 1.82811 -1.10726 3.71207
H 2.57942 0.31502 3.09935
C -3.62130 7.58402 -0.20946
O -5.02220 7.53294 -0.00700
C -5.80111 7.02198 -1.09689
C -5.64490 5.52247 -1.42440
N -5.89532 4.53225 -0.35987
C -5.55666 3.09264 -0.66247
C -5.75023 2.18779 0.56198
O -4.69956 2.63493 1.45881
C -4.55596 1.86899 2.68822
H -3.35668 8.31143 -0.97689
H -3.25837 6.57200 -0.38885
H -3.19722 7.91198 0.73959
H -5.57830 7.60298 -1.99182
H -6.87612 6.97575 -0.92279
H -4.60971 5.39703 -1.74182
H -6.23873 5.27170 -2.30336
H -5.60345 4.86022 0.54971
H -4.52945 2.96710 -1.00481
H -5.98422 2.69065 -1.58100
H -5.51698 1.12378 0.52244
H -6.68057 2.43565 1.07300
H -4.83258 0.82806 2.52072
H -5.17041 2.31579 3.46983
H -3.55948 2.00501 3.10850
C -6.07294 -3.89146 0.67045
O -5.23791 -2.81892 0.83726
C -5.27554 -1.75774 -0.15030
C -4.84928 -2.02253 -1.67375
N -3.75732 -2.87972 -1.86103
C -3.25650 -2.94803 -3.21147
C -2.54165 -1.57991 -3.59597
O -3.26840 -0.54842 -4.16069
C -2.31993 0.46983 -4.53635
H -5.87858 -4.65276 1.42592
H -6.30313 -4.18826 -0.35279
H -7.05076 -3.53272 0.99180
H -4.54801 -1.09060 0.31202
H -6.25902 -1.29354 -0.07695
H -4.77845 -1.06757 -2.19444
H -5.80749 -2.38163 -2.04923
H -3.94916 -3.73400 -1.35753
H -4.16973 -3.13527 -3.77633
H -2.48915 -3.71843 -3.28733
H -1.79061 -1.99061 -4.27079
H -2.20121 -1.10273 -2.67701
H -1.75979 1.02281 -3.78233
H -2.92559 1.32441 -4.83796
H -1.61271 0.20712 -5.32306
C 4.83736 -6.22669 6.83249
O 5.60182 -7.33651 6.44520
C 4.85910 -8.30482 5.83657
C 5.02735 -8.15176 4.25665
N 3.94420 -7.39240 3.66493
C 3.83834 -7.47989 2.23380
C 2.85611 -6.46147 1.72082
O 2.92505 -6.40002 0.34782
C 2.34323 -5.19767 -0.13885
H 5.34365 -5.68438 7.63104
H 3.79251 -6.38544 7.09932
H 4.68568 -5.51332 6.02244
H 3.93181 -8.57763 6.34037
H 5.37251 -9.23657 6.07397
H 4.86217 -9.11429 3.77255
H 6.01390 -7.79452 3.96138
H 3.06977 -7.62850 4.11184
H 3.42297 -8.48173 2.12477
H 4.77546 -7.18800 1.75978
H 2.98606 -5.48246 2.18209
H 1.82029 -6.65896 1.99680
H 2.37427 -5.21572 -1.22826
H 2.93618 -4.39285 0.29562
H 1.32486 -5.08905 0.23428
C 0.95151 7.41977 -4.20988
O 0.97165 6.04930 -3.74337
C 2.20764 5.63422 -3.10255
C 2.25616 4.06840 -2.97364
N 3.20714 3.52217 -2.04421
C 3.25883 2.06070 -2.06372
C 4.50326 1.49341 -1.30867
O 5.89563 1.70900 -1.64846
C 6.35503 3.16744 -1.71941
H -0.07709 7.58871 -4.52854
H 1.44447 7.71303 -5.13675
H 1.14444 8.02787 -3.32608
H 2.22062 6.17226 -2.15468
H 3.12556 5.88800 -3.63276
H 2.48046 3.71407 -3.97974
H 1.26991 3.63622 -2.80442
H 4.16098 3.67535 -2.33885
H 3.36949 1.72129 -3.09361
H 2.33184 1.62630 -1.68944
H 4.43572 0.40583 -1.28213
H 4.44049 1.84122 -0.27756
H 6.06570 3.62860 -2.66372
H 7.42531 3.36612 -1.66348
H 5.86771 3.76068 -0.94566
C -5.49597 6.97251 -6.07374
C -4.16732 6.89315 -5.33237
C -3.70468 5.48120 -4.98147
O -2.47015 5.53404 -4.32310
C -1.85145 4.27259 -4.11103
N -3.31821 7.68998 -6.13085
H -5.77067 7.94763 -6.47596
H -6.35968 6.86067 -5.41830
H -5.65252 6.26711 -6.88983
H -4.19726 7.36980 -4.35257
H -3.59546 4.89396 -5.89324
H -4.34707 4.89446 -4.32482
H -1.44118 3.79182 -4.99909
H -2.56286 3.70779 -3.50855
H -0.99114 4.63586 -3.54890
H -3.46874 7.28767 -7.04495
H -2.40021 7.44296 -5.78973
C 0.75860 -1.21130 0.57699
C -0.22160 -0.76625 -0.54181
C -0.38002 0.83159 -0.77244
O -1.46027 1.35826 0.08224
C -1.83583 2.66712 -0.11103
N 0.42526 -1.32223 -1.73132
H 0.37994 -0.83195 1.52611
H 1.83563 -1.08928 0.46201
H 0.70995 -2.28987 0.72673
H -1.18337 -1.26594 -0.42605
H -0.67743 1.16256 -1.76748
H 0.53597 1.36544 -0.51933
H -2.33356 3.07493 0.76877
H -2.55295 2.70700 -0.93093
H -1.00581 3.29174 -0.44119
H 0.40915 -2.33166 -1.76144
H -0.13808 -1.29510 -2.56918
*
```

Calculated values
HOMO-LUMO gap (alpha / beta)	7.2 / 2.1	eV
E_LUMO (alpha / beta)	-2.31 / -7.43	eV
relative energy (zero: lowest compared OMol25 entry of this formula, charge and spin)	1.5637	eV
HOMO (alpha / beta)	-9.53 / -9.53	eV